P.
# C3H8N2

One molecule with the formula C3H8N2 (ωB97M-V/def2-TZVPD, OMol25).

Its frontier orbital gap is 10.06 eV. The LUMO energy is 0.0387 Eh. As for the highest occupied orbital energy: -9.00 eV. Its spin multiplicity is 1.

Geometry (Å):
H: 2.447 -0.649 -1.685
N: 2.601 -1.150 -0.808
C: 1.609 -0.981 -0.020
N: 0.455 -0.191 -0.329
C: -0.509 0.095 0.686
C: -1.742 0.839 0.007
H: 1.591 -1.474 0.967
H: 0.624 0.559 -0.991
H: -0.875 -0.824 1.155
H: -0.084 0.743 1.459
H: -2.340 1.315 0.789
H: -2.365 0.115 -0.525
H: -1.411 1.602 -0.703

---

Q.
# C3H8N2

One molecule with the formula C3H8N2 (ωB97M-V/def2-TZVPD, OMol25).

Its frontier orbital gap is 9.54 eV. The LUMO energy is 0.0448 Eh. As for the highest occupied orbital energy: -8.32 eV. Its spin multiplicity is 1.

Geometry (Å):
C: 0.393 0.300 -2.029
N: 0.302 0.572 -0.583
N: -0.497 -0.296 0.201
C: 0.103 -0.892 1.414
C: -1.018 0.184 1.480
H: 0.560 1.320 -2.484
H: 1.278 -0.341 -2.229
H: -0.528 -0.143 -2.522
H: 1.145 0.930 -0.084
H: 1.233 -0.673 1.546
H: -0.294 -1.964 1.608
H: -2.043 -0.107 1.804
H: -0.635 1.109 1.877

---

Least stable of them? Q.

---

P.
# C3H8N2

C3H8N2 as an isolated structure (ωB97M-V/def2-TZVPD, OMol25).

Its frontier orbital gap is 9.53 eV. The LUMO energy is 0.0373 Eh. As for the highest occupied orbital energy: -8.51 eV. Its spin multiplicity is 1.

Geometry (Å):
C: 1.025 0.128 -0.787
C: 0.596 -0.935 0.311
C: -2.530 0.322 0.330
N: 2.249 0.244 -0.073
N: 1.865 -0.871 0.654
H: 0.837 -0.204 -1.787
H: 0.373 0.961 -0.576
H: -2.094 1.080 1.050
H: -1.718 -0.398 -0.198
H: -2.752 0.891 -0.584
H: -3.411 -0.140 0.878
H: 3.237 0.249 -0.569
H: 2.323 -1.328 1.350

---

Q.
# C3H8N2

One molecule with the formula C3H8N2 (ωB97M-V/def2-TZVPD, OMol25).

Its frontier orbital gap is 8.50 eV. The LUMO energy is 0.0382 Eh. As for the highest occupied orbital energy: -7.46 eV. Its spin multiplicity is 1.

Geometry (Å):
C: 1.612 -0.670 -0.144
C: 0.335 -0.033 0.322
N: 0.429 1.361 0.515
C: -0.849 -0.609 0.071
N: -2.074 0.091 0.207
H: 1.416 -1.721 -0.350
H: 2.420 -0.607 0.586
H: 1.948 -0.213 -1.080
H: -0.422 1.851 0.733
H: 1.048 1.883 -0.085
H: -0.861 -1.643 -0.250
H: -2.136 0.812 -0.511
H: -2.865 -0.503 -0.013

---

R.
# C3H8N2

One molecule with the formula C3H8N2 (ωB97M-V/def2-TZVPD, OMol25).

Its frontier orbital gap is 9.78 eV. The LUMO energy is 0.0334 Eh. As for the highest occupied orbital energy: -8.87 eV. Its spin multiplicity is 1.

Geometry (Å):
C: -2.000 -0.431 0.036
N: -1.562 0.969 -0.030
C: -0.295 1.007 0.007
N: 0.619 -0.074 -0.159
C: 2.024 0.060 0.024
H: -1.588 -1.013 0.918
H: -1.554 -0.944 -0.830
H: -3.170 -0.583 -0.105
H: 0.264 1.957 0.008
H: 0.136 -0.937 -0.195
H: 2.387 -0.983 -0.056
H: 2.242 0.302 1.168
H: 2.496 0.670 -0.787

---

Least stable of them? P.

---

P.
# C3H7O2S

A 2-piece molecular cluster, C3H7O2S overall (ωB97M-V/def2-TZVPD, OMol25).

Its frontier orbital gap is 7.28 eV. Its total charge is -1. The LUMO energy is 0.1491 Eh. As for the highest occupied orbital energy: -3.23 eV. Its spin multiplicity is 1.

Geometry (Å):
C: -3.361 -0.109 0.417
C: -1.970 0.571 0.389
S: -0.881 -0.225 -0.880
H: -3.086 -1.048 0.892
H: -3.594 -0.278 -0.637
H: -4.191 0.444 0.854
H: -1.955 1.600 0.009
H: -1.442 0.570 1.342
H: 0.813 0.321 -0.138
O: 3.668 -0.132 0.046
C: 2.493 -0.345 0.143
O: 1.553 0.462 0.626
H: 2.066 -1.320 -0.160

---

Q.
# C3H7O2S

A 3-piece molecular cluster, C3H7O2S overall (ωB97M-V/def2-TZVPD, OMol25).

Its frontier orbital gap is 3.77 eV. Its total charge is -1. The LUMO energy is -0.0077 Eh. As for the highest occupied orbital energy: -3.98 eV. Its spin multiplicity is 1.

Geometry (Å):
O: -1.022 2.028 -0.791
C: -1.014 0.826 -0.539
C: -0.160 0.372 0.844
C: 0.365 -0.026 -0.448
S: 3.110 0.832 1.559
H: -1.822 0.132 -0.803
H: -0.667 -0.393 1.413
H: -2.327 -3.091 -0.870
H: 1.370 0.346 -0.608
H: 0.254 -1.042 -0.839
H: 0.451 1.101 1.392
H: 3.006 1.449 0.376
O: -1.545 -2.534 -0.684

---

Least stable of them? Q.

---

P.
# C3H7O2S

A 2-piece molecular cluster, C3H7O2S overall (ωB97M-V/def2-TZVPD, OMol25).

Its frontier orbital gap is 7.47 eV. Its total charge is -1. The LUMO energy is 0.1441 Eh. As for the highest occupied orbital energy: -3.55 eV. Its spin multiplicity is 1.

Geometry (Å):
C: 0.214 1.520 0.160
C: 1.403 0.967 0.166
C: -0.971 -0.936 -0.654
O: 1.221 -1.752 0.673
O: -2.425 1.159 0.078
S: -1.245 0.361 0.516
H: -0.135 2.593 -0.151
H: 1.568 -0.121 0.223
H: 0.811 -1.510 1.518
H: 2.151 1.568 -0.241
H: -1.683 -1.732 -0.477
H: -0.984 -0.704 -1.651
H: 0.073 -1.412 -0.160

---

Q.
# C3H7O2S

A 2-piece molecular cluster, C3H7O2S overall (ωB97M-V/def2-TZVPD, OMol25).

Its frontier orbital gap is 6.92 eV. Its total charge is -1. The LUMO energy is 0.1462 Eh. As for the highest occupied orbital energy: -2.94 eV. Its spin multiplicity is 1.

Geometry (Å):
O: 1.184 -0.693 -2.327
C: 0.879 0.309 -1.722
C: -0.549 0.681 -1.472
C: -0.896 -0.084 -0.123
S: -0.700 0.861 1.405
H: 1.668 0.930 -1.261
H: -1.171 0.319 -2.286
H: -0.660 1.728 -1.214
H: -0.373 -1.036 -0.212
H: -1.950 -0.381 -0.071
H: 1.313 -1.018 2.511
H: 0.210 -0.569 3.336
O: 1.046 -1.046 3.436

---

Least stable of them? P.

---

P.
# C3H7O2S

A 2-piece molecular cluster, C3H7O2S overall (ωB97M-V/def2-TZVPD, OMol25).

Its frontier orbital gap is 8.26 eV. Its total charge is -1. The LUMO energy is 0.1316 Eh. As for the highest occupied orbital energy: -4.68 eV. Its spin multiplicity is 1.

Geometry (Å):
C: 0.016 -0.159 1.752
C: 0.233 -1.302 0.698
S: 1.814 -1.080 -0.219
H: -0.553 0.706 1.263
H: 0.999 0.217 2.227
H: -0.739 -0.303 2.688
H: 0.271 -2.235 1.275
H: -0.595 -1.344 -0.011
H: 1.134 -0.409 -1.454
O: -1.769 1.313 -2.620
C: -0.682 1.445 -2.042
O: 0.490 0.938 -2.319
H: -0.621 2.213 -1.238

---

Q.
# C3H7O2S

A 2-piece molecular cluster, C3H7O2S overall (ωB97M-V/def2-TZVPD, OMol25).

Its frontier orbital gap is 7.50 eV. Its total charge is -1. The LUMO energy is 0.1232 Eh. As for the highest occupied orbital energy: -4.15 eV. Its spin multiplicity is 1.

Geometry (Å):
C: -0.936 1.317 0.607
C: -1.120 0.360 -0.530
S: -2.084 -1.145 -0.035
H: -0.154 0.927 1.259
H: -1.873 1.455 1.171
H: -0.640 2.313 0.252
H: -1.724 0.754 -1.355
H: -0.178 -0.025 -0.916
H: -1.092 -1.741 0.644
O: 1.921 -0.056 -0.818
C: 2.439 -1.067 -0.291
O: 2.786 -2.143 -0.800
H: 2.655 -0.949 0.813

---

Least stable of them? P.

---

P.
# C3H4ClNS

C3H4ClNS as an isolated structure (ωB97M-V/def2-TZVPD, OMol25).

Its frontier orbital gap is 8.09 eV. The LUMO energy is -0.0135 Eh. As for the highest occupied orbital energy: -8.46 eV. Its spin multiplicity is 1.

Geometry (Å):
C: 0.448 1.176 0.042
C: 0.168 -0.143 -0.134
C: -1.189 -0.711 0.298
H: 2.109 2.719 0.511
H: 2.321 0.961 -0.107
H: -0.238 2.095 0.480
H: -1.119 -1.763 1.131
N: 1.697 1.686 -0.037
S: -2.548 0.103 -0.121
Cl: 1.721 -1.141 -0.062

---

Q.
# C3H4ClNS

A 2-piece molecular cluster, C3H4ClNS overall (ωB97M-V/def2-TZVPD, OMol25).

Its frontier orbital gap (spin up / spin down) is 5.02 / 5.02 eV. The LUMO energy (spin up / spin down) is -0.1337 / -0.1337 Eh. As for the highest occupied orbital energy (spin up / spin down): -8.65 / -8.65 eV. Its spin multiplicity is 1.

Geometry (Å):
C: 2.080 -1.089 0.439
C: -1.472 0.101 -0.634
C: 0.885 -0.440 0.356
N: 3.119 -1.571 0.616
S: -0.302 -1.231 -0.408
Cl: -0.085 2.604 0.790
H: -1.095 0.983 -1.154
H: -1.520 0.376 0.395
H: -2.414 -0.394 -0.883
H: 0.803 0.661 0.483

---

R.
# C3H4ClNS

C3H4ClNS as an isolated structure (ωB97M-V/def2-TZVPD, OMol25).

Its frontier orbital gap is 9.10 eV. The LUMO energy is 0.0290 Eh. As for the highest occupied orbital energy: -8.31 eV. Its spin multiplicity is 1.

Geometry (Å):
C: -1.220 0.223 0.101
C: 0.186 0.754 -0.053
C: 1.096 -0.508 -0.032
N: -1.465 -1.047 -0.093
S: -0.119 -1.927 -0.249
Cl: -2.656 1.150 0.355
H: 0.301 1.291 -1.076
H: 0.520 1.261 0.774
H: 1.925 -0.685 -0.721
H: 1.432 -0.512 0.993

---

Least stable of them? P.